Entry 1:
# C48H69BrN6O2P2SY

C48H69BrN6O2P2SY as an isolated structure (ωB97M-V with the def2-TZVPD basis set, the Open Molecules 2025 dataset).

Each line ends with the Mulliken charge.
Positions of all 130 atoms, in Å:
Y1 -0.791 0.294 -0.595  -0.990
C1 4.817 1.663 5.179  -1.411
C2 4.024 0.354 5.065  1.573
C3 3.105 0.244 6.282  -2.038
C4 4.997 -0.832 5.086  -1.612
C5 3.240 0.347 3.753  0.019
C6 1.858 0.252 3.699  -0.696
C7 1.234 0.279 2.469  0.662
Br1 -0.683 0.236 2.437  -0.056
C8 1.902 0.373 1.239  0.595
O1 1.200 0.419 0.115  1.001
C9 3.311 0.431 1.285  0.255
C10 3.915 0.441 2.538  -0.894
C11 4.225 0.535 0.053  2.004
C12 3.554 0.246 -1.297  -1.326
C13 5.376 -0.477 0.181  -1.796
C14 4.797 1.958 0.002  -1.515
H1 5.392 1.678 6.107  0.501
H2 4.146 2.524 5.183  0.160
H3 5.517 1.784 4.352  0.269
H4 3.703 0.254 7.193  0.446
H5 2.533 -0.686 6.272  0.378
H6 2.404 1.079 6.337  0.340
H7 5.565 -0.838 6.018  0.486
H8 5.709 -0.783 4.262  0.283
H9 4.457 -1.776 5.008  0.334
H10 1.258 0.179 4.593  0.658
H11 4.994 0.519 2.573  0.318
H12 3.071 -0.731 -1.310  -0.074
H13 4.327 0.251 -2.069  0.599
H14 2.808 0.991 -1.561  -0.204
H15 4.985 -1.494 0.240  0.301
H16 6.003 -0.305 1.055  0.341
H17 6.020 -0.411 -0.697  0.526
H18 3.994 2.690 -0.114  0.123
H19 5.479 2.066 -0.844  0.484
H20 5.346 2.202 0.913  0.249
N1 -2.195 -1.282 -0.676  -0.733
P1 -1.930 -2.760 -1.099  -1.662
N2 -0.524 -3.408 -0.461  1.732
C15 -0.013 -4.761 -0.695  -1.092
C16 1.507 -4.737 -0.850  -1.123
C17 2.142 -3.776 0.170  0.286
C18 1.185 -3.547 1.334  -1.292
C19 -0.069 -2.839 0.824  0.338
N3 -3.223 -3.727 -0.653  1.024
C20 -4.493 -3.138 -0.232  -0.745
C21 -5.648 -3.834 -0.958  -0.633
C22 -5.386 -5.345 -1.079  -0.530
C23 -4.405 -5.790 -0.003  -0.987
C24 -3.049 -5.116 -0.228  -0.239
N4 -1.719 -2.879 -2.755  0.943
C25 -0.757 -3.687 -3.504  -0.059
C26 -0.803 -3.274 -4.969  -0.944
C27 -2.154 -3.663 -5.584  -0.715
C28 -3.265 -3.599 -4.528  -0.999
C29 -2.940 -2.533 -3.495  -0.450
H21 -0.480 -5.190 -1.577  0.484
H22 -0.288 -5.412 0.142  0.474
H23 1.781 -4.443 -1.865  0.284
H24 1.879 -5.754 -0.706  0.403
H25 2.347 -2.810 -0.300  -0.588
H26 3.100 -4.163 0.519  0.589
H27 1.635 -2.912 2.101  0.432
H28 0.938 -4.496 1.817  0.463
H29 0.224 -1.796 0.672  -0.853
H30 -0.864 -2.849 1.576  0.330
H31 -4.465 -2.072 -0.440  0.243
H32 -4.607 -3.231 0.855  0.518
H33 -5.768 -3.402 -1.955  0.210
H34 -6.576 -3.645 -0.414  0.424
H35 -4.954 -5.568 -2.059  0.181
H36 -6.317 -5.908 -1.014  0.424
H37 -4.264 -6.871 -0.013  0.491
H38 -4.799 -5.538 0.984  0.364
H39 -2.522 -5.669 -1.013  0.303
H40 -2.440 -5.178 0.683  0.078
H41 -0.968 -4.765 -3.448  0.294
H42 0.236 -3.522 -3.085  -0.039
H43 0.019 -3.742 -5.512  0.465
H44 -0.652 -2.193 -5.025  0.227
H45 -2.101 -4.668 -6.006  0.375
H46 -2.387 -2.989 -6.411  0.325
H47 -3.367 -4.557 -4.010  0.198
H48 -4.231 -3.390 -4.990  0.456
H49 -3.770 -2.424 -2.792  0.477
H50 -2.812 -1.562 -3.989  0.016
O2 -1.547 2.393 -0.251  -0.364
P2 -0.978 3.765 0.081  2.142
C30 -2.319 4.937 0.253  -0.191
C31 -2.100 6.189 0.827  -0.458
C32 -3.146 7.090 0.931  -0.735
C33 -4.411 6.739 0.474  -0.542
C34 -4.633 5.491 -0.089  -0.615
C35 -3.586 4.588 -0.203  -0.485
C36 0.117 4.312 -1.230  0.648
C37 1.159 3.465 -1.613  0.378
C38 2.016 3.833 -2.633  -1.044
C39 1.836 5.049 -3.284  -0.703
C40 0.800 5.891 -2.911  -0.837
C41 -0.059 5.528 -1.882  -0.837
C42 -0.059 3.785 1.629  0.216
C43 -0.788 3.779 2.818  -0.420
C44 -0.132 3.762 4.037  -0.971
C45 1.256 3.749 4.076  -0.446
C46 1.989 3.760 2.899  -0.465
C47 1.335 3.784 1.678  -0.024
H51 -1.117 6.454 1.198  0.495
H52 -2.980 8.061 1.377  0.432
H53 -5.229 7.441 0.566  0.412
H54 -5.623 5.218 -0.430  0.432
H55 -3.744 3.604 -0.621  0.373
H56 1.310 2.518 -1.111  -0.121
H57 2.822 3.172 -2.924  0.494
H58 2.506 5.339 -4.082  0.445
H59 0.660 6.837 -3.417  0.457
H60 -0.865 6.192 -1.595  0.426
H61 -1.872 3.791 2.792  0.471
H62 -0.703 3.760 4.956  0.426
H63 1.767 3.731 5.030  0.430
H64 3.070 3.741 2.928  0.399
H65 1.919 3.816 0.766  0.182
N5 -3.272 0.834 -2.435  -0.209
C48 -2.376 1.473 -3.182  0.841
N6 -2.769 2.564 -3.850  -0.374
S1 -0.760 0.937 -3.333  -0.520
H66 -4.199 1.209 -2.307  0.229
H67 -3.051 -0.056 -1.945  0.115
H68 -3.728 2.867 -3.868  0.196
H69 -2.091 3.059 -4.403  0.260

Properties
charge: +1
energy relative to the best compared isomer or geometry (same formula, charge and spin): 44.1 kJ/mol
gap between HOMO and LUMO: 7.84 eV
molar mass: 1024.9 g/mol
E_tot: -6042.84314 hartree
highest occupied orbital energy: -9.76 eV
lowest unoccupied orbital energy: -1.92 eV

***

Entry 2:
# C48H71AsFeN2OP3Si

C48H71AsFeN2OP3Si as an isolated structure (ωB97M-V with the def2-TZVPD basis set, the Open Molecules 2025 dataset).

Each line ends with the Löwdin spin population.
Positions of all 128 atoms, in Å:
Fe1 0.090 0.621 -0.945  3.868
C1 5.160 1.699 -1.088  0.002
C2 3.773 1.315 -1.597  0.007
C3 3.796 -0.150 -2.019  0.002
P1 2.330 1.567 -0.403  0.047
C4 2.157 3.455 -0.412  0.008
C5 3.242 4.407 0.082  0.002
C6 0.862 3.803 0.313  0.004
C7 2.931 0.966 1.226  0.015
C8 3.939 1.650 1.901  0.000
C9 4.404 1.207 3.128  0.012
C10 3.833 0.092 3.718  0.002
C11 2.825 -0.586 3.059  0.021
C12 2.379 -0.195 1.799  0.068
Si1 1.094 -1.347 0.960  0.380
C13 0.592 -2.755 2.174  0.037
C14 1.486 -3.798 2.391  0.009
C15 1.195 -4.826 3.269  0.002
C16 -0.028 -4.856 3.913  0.002
C17 -0.949 -3.853 3.678  0.001
C18 -0.640 -2.794 2.831  0.003
P2 -1.819 -1.415 2.587  0.089
C19 -2.132 -0.779 4.344  0.015
C20 -0.758 -0.424 4.916  0.000
C21 -2.900 -1.616 5.364  0.005
C22 -3.363 -2.240 1.863  0.011
C23 -4.169 -1.162 1.142  0.002
C24 -4.307 -3.051 2.743  0.003
C25 2.025 -2.291 -0.431  0.056
C26 3.273 -2.852 -0.163  0.013
C27 3.877 -3.719 -1.057  0.004
C28 3.233 -4.038 -2.240  0.001
C29 2.023 -3.442 -2.553  0.001
C30 1.423 -2.550 -1.669  0.004
P3 -0.160 -1.693 -2.039  0.085
C31 -1.360 -3.156 -2.120  0.011
C32 -1.359 -3.963 -3.416  0.003
C33 -1.088 -4.077 -0.932  0.000
C34 -0.056 -0.923 -3.777  0.019
C35 0.849 -1.558 -4.828  0.005
C36 -1.474 -0.671 -4.323  0.001
H1 5.905 1.406 -1.827  0.001
H2 5.387 1.175 -0.162  0.000
H3 5.270 2.766 -0.930  0.000
H4 3.510 1.933 -2.468  0.000
H5 4.088 -0.771 -1.176  0.000
H6 4.516 -0.313 -2.818  0.000
H7 2.814 -0.472 -2.365  0.002
H8 1.999 3.625 -1.491  0.000
H9 3.351 4.349 1.162  0.000
H10 2.929 5.422 -0.161  0.001
H11 4.207 4.257 -0.387  0.000
H12 0.961 3.595 1.373  0.000
H13 0.031 3.224 -0.089  0.002
H14 0.639 4.861 0.199  0.000
H15 4.374 2.532 1.465  0.000
H16 5.207 1.733 3.619  0.001
H17 4.175 -0.253 4.681  0.000
H18 2.392 -1.461 3.517  0.002
H19 2.432 -3.807 1.877  0.001
H20 1.925 -5.601 3.441  0.000
H21 -0.267 -5.660 4.592  0.000
H22 -1.915 -3.901 4.153  0.000
H23 -2.699 0.146 4.173  0.001
H24 -0.218 -1.327 5.195  0.000
H25 -0.870 0.193 5.806  0.000
H26 -0.149 0.114 4.192  0.000
H27 -2.374 -2.531 5.617  0.000
H28 -3.904 -1.857 5.036  0.000
H29 -2.987 -1.034 6.281  0.001
H30 -2.920 -2.909 1.113  0.000
H31 -4.636 -0.492 1.860  0.000
H32 -4.954 -1.628 0.550  0.000
H33 -3.534 -0.573 0.486  0.001
H34 -4.898 -2.401 3.382  0.000
H35 -3.792 -3.789 3.351  0.000
H36 -5.006 -3.583 2.099  0.001
H37 3.791 -2.594 0.752  0.001
H38 4.840 -4.151 -0.829  0.001
H39 3.677 -4.739 -2.929  0.000
H40 1.549 -3.688 -3.488  0.000
H41 -2.356 -2.711 -1.989  0.001
H42 -0.437 -4.526 -3.528  0.000
H43 -1.511 -3.343 -4.293  0.000
H44 -2.174 -4.685 -3.380  0.001
H45 -0.130 -4.580 -1.043  0.000
H46 -1.862 -4.840 -0.873  0.000
H47 -1.073 -3.524 0.007  0.000
H48 0.378 0.064 -3.544  0.003
H49 0.484 -2.527 -5.155  0.000
H50 1.869 -1.662 -4.464  0.000
H51 0.879 -0.905 -5.698  0.001
H52 -2.249 -1.101 -3.691  0.000
H53 -1.577 -1.103 -5.315  0.000
H54 -1.664 0.398 -4.403  0.000
N1 -0.276 1.657 2.066  0.016
C37 -1.484 2.306 2.036  0.002
C38 -1.882 3.138 3.068  0.003
C39 -3.082 3.846 3.014  0.000
C40 -3.907 3.731 1.925  0.002
C41 -3.549 2.898 0.851  0.001
C42 -4.368 2.739 -0.284  0.003
C43 -3.975 1.888 -1.283  0.001
C44 -2.756 1.214 -1.159  0.012
N2 -1.942 1.361 -0.128  0.030
C45 -2.323 2.172 0.891  0.003
H55 0.182 1.647 2.965  0.001
H56 -0.215 0.784 1.544  0.027
H57 -1.242 3.238 3.932  0.000
H58 -3.356 4.490 3.834  0.000
H59 -4.834 4.276 1.874  0.000
H60 -5.295 3.288 -0.345  0.000
H61 -4.591 1.716 -2.150  0.000
H62 -2.443 0.510 -1.923  0.004
C46 -1.304 4.946 -2.410  0.001
As1 -0.474 3.552 -3.491  0.006
C47 -1.690 3.149 -4.966  0.002
C48 1.128 4.296 -4.315  0.001
O1 -0.136 2.198 -2.607  0.043
H63 -1.874 5.615 -3.051  0.000
H64 -0.532 5.522 -1.905  0.000
H65 -1.968 4.506 -1.667  0.000
H66 -1.862 4.066 -5.528  0.000
H67 -2.641 2.772 -4.586  0.000
H68 -1.236 2.409 -5.626  0.000
H69 0.826 4.988 -5.098  0.000
H70 1.715 3.490 -4.756  0.000
H71 1.737 4.834 -3.589  0.000

Properties
charge: +2
expectation value of S²: 8.76
2S+1: 6
gap between HOMO and LUMO (spin up / spin down): 6.79 / 5.66 eV
molar mass: 943.9 g/mol
E_tot: -6868.96964 hartree
highest occupied orbital energy (spin up / spin down): -11.58 / -12.30 eV
lowest unoccupied orbital energy (spin up / spin down): -4.80 / -6.64 eV

***

Entry 3:
# C48H72BBrN9OS3W

C48H72BBrN9OS3W as an isolated structure (ωB97M-V with the def2-TZVPD basis set, the Open Molecules 2025 dataset).

Each line ends with the Mulliken charge.
Positions of all 136 atoms, in Å:
W1 -0.605 0.440 1.231  -0.331
C1 -3.995 -3.895 1.243  -1.785
C2 -3.643 -3.088 0.039  0.293
C3 -4.125 -3.353 -1.215  -0.504
C4 -3.737 -2.572 -2.330  -0.216
N1 -2.905 -1.566 -2.183  -0.787
N2 -2.452 -1.298 -0.959  0.663
B1 -1.317 -0.288 -0.889  -0.610
N3 -1.476 0.845 -1.889  0.326
N4 -1.207 0.577 -3.168  -0.164
C5 -1.374 1.544 -4.038  0.022
C6 -1.856 2.814 -3.628  -0.524
C7 -2.103 3.096 -2.310  0.110
C8 -2.554 4.429 -1.814  -1.766
C9 -1.855 2.026 -1.423  1.307
S1 -1.888 2.217 0.329  -0.623
C10 -1.011 1.273 -5.484  1.965
C11 -2.245 1.542 -6.361  -1.398
C12 -0.558 -0.173 -5.675  -1.714
C13 0.126 2.228 -5.876  -1.640
N5 0.025 -0.969 -0.725  0.863
N6 -0.052 -2.354 -0.679  -0.825
C14 0.934 -3.017 -1.180  -0.043
C15 2.094 -2.367 -1.744  -1.002
C16 2.249 -1.027 -1.692  -0.425
C17 3.440 -0.293 -2.212  -1.956
C18 1.161 -0.284 -1.105  1.968
S2 1.122 1.345 -0.804  -0.136
C19 0.846 -4.532 -1.191  2.107
C20 2.035 -5.103 -0.404  -1.668
C21 -0.459 -5.005 -0.554  -1.663
C22 0.904 -5.004 -2.651  -1.568
C23 -2.767 -1.985 0.126  1.497
S3 -2.132 -1.421 1.638  -0.581
C24 -4.180 -2.863 -3.755  2.269
C25 -2.994 -3.548 -4.452  -1.359
C26 -4.516 -1.550 -4.467  -1.375
C27 -5.398 -3.788 -3.789  -2.328
H1 -4.688 -4.690 0.981  0.457
H2 -4.457 -3.275 2.013  0.407
H3 -3.097 -4.342 1.674  0.344
H4 -4.809 -4.177 -1.361  0.516
H5 -1.996 3.586 -4.373  0.500
H6 -2.682 5.120 -2.644  0.444
H7 -1.823 4.851 -1.122  0.383
H8 -3.504 4.346 -1.284  0.361
H9 -3.076 0.889 -6.091  0.184
H10 -1.993 1.349 -7.404  0.490
H11 -2.583 2.577 -6.300  0.354
H12 -1.344 -0.878 -5.403  0.169
H13 0.325 -0.403 -5.077  0.274
H14 -0.307 -0.331 -6.723  0.547
H15 -0.163 3.276 -5.794  0.374
H16 0.404 2.049 -6.915  0.480
H17 1.011 2.065 -5.257  0.278
H18 2.859 -2.987 -2.191  0.686
H19 4.339 -0.894 -2.096  0.535
H20 3.585 0.653 -1.691  0.394
H21 3.310 -0.074 -3.274  0.267
H22 2.000 -4.801 0.644  0.320
H23 2.999 -4.802 -0.816  0.327
H24 1.995 -6.191 -0.438  0.506
H25 -0.548 -4.659 0.477  0.335
H26 -0.482 -6.094 -0.550  0.566
H27 -1.327 -4.651 -1.114  0.043
H28 1.847 -4.753 -3.137  0.387
H29 0.089 -4.576 -3.238  0.237
H30 0.807 -6.089 -2.680  0.469
H31 -2.113 -2.903 -4.447  0.058
H32 -3.256 -3.766 -5.487  0.495
H33 -2.738 -4.494 -3.968  0.362
H34 -3.658 -0.878 -4.485  -0.036
H35 -5.350 -1.036 -3.986  0.418
H36 -4.805 -1.763 -5.496  0.486
H37 -5.176 -4.782 -3.399  0.445
H38 -5.717 -3.921 -4.821  0.443
H39 -6.244 -3.372 -3.237  0.483
C28 7.416 1.430 1.814  -1.571
C29 6.661 0.650 2.898  1.836
C30 6.920 1.290 4.269  -1.564
C31 7.189 -0.785 2.924  -2.095
C32 5.164 0.701 2.602  -0.039
C33 4.400 -0.445 2.409  -0.411
C34 3.050 -0.318 2.152  -0.080
Br1 2.029 -1.898 1.924  0.011
C35 2.425 0.925 2.082  0.524
O1 1.075 0.935 1.862  0.166
C36 3.150 2.103 2.292  -0.744
C37 4.514 1.927 2.538  -0.800
C38 2.612 3.541 2.353  2.000
C39 2.795 4.052 3.791  -1.665
C40 3.412 4.425 1.384  -1.797
C41 1.134 3.713 1.992  -1.574
H40 8.486 1.404 2.018  0.468
H41 7.117 2.479 1.777  0.313
H42 7.252 0.995 0.826  0.342
H43 7.985 1.259 4.498  0.476
H44 6.390 0.758 5.061  0.344
H45 6.611 2.337 4.295  0.324
H46 8.258 -0.772 3.136  0.438
H47 7.055 -1.285 1.962  0.400
H48 6.714 -1.385 3.702  0.389
H49 4.840 -1.430 2.460  0.670
H50 5.104 2.816 2.711  0.466
H51 3.838 4.029 4.102  0.349
H52 2.225 3.444 4.498  0.245
H53 2.445 5.082 3.868  0.494
H54 4.471 4.469 1.630  0.364
H55 3.030 5.446 1.419  0.520
H56 3.323 4.063 0.357  0.292
H57 0.468 3.211 2.698  0.074
H58 0.911 3.361 0.983  0.212
H59 0.894 4.777 2.021  0.724
C42 -4.550 3.018 4.248  -0.680
C43 -4.784 1.972 3.180  -0.708
N7 -3.488 1.415 2.791  0.238
C44 -2.443 1.308 3.605  0.187
N8 -1.245 0.813 3.090  1.394
C45 -0.206 0.426 4.120  -0.325
C46 -0.828 0.129 5.461  -0.859
C47 -1.574 1.359 5.903  -0.757
N9 -2.556 1.698 4.868  0.088
C48 -3.764 2.383 5.371  -0.760
H60 -5.499 3.391 4.630  0.392
H61 -4.003 3.865 3.830  0.288
H62 -5.238 2.400 2.287  0.431
H63 -5.434 1.173 3.545  0.335
H64 -3.401 1.003 1.878  -0.108
H65 0.516 1.241 4.207  0.142
H66 0.324 -0.449 3.749  -0.062
H67 -0.037 -0.112 6.171  0.423
H68 -1.501 -0.730 5.409  0.357
H69 -0.901 2.204 6.070  0.324
H70 -2.133 1.189 6.823  0.551
H71 -3.419 3.131 6.084  0.449
H72 -4.367 1.654 5.919  0.374

Properties
charge: +3
energy relative to the best compared isomer or geometry (same formula, charge and spin): 102.0 kJ/mol
gap between HOMO and LUMO: 5.62 eV
molar mass: 1161.9 g/mol
E_tot: -6300.12524 hartree
highest occupied orbital energy: -14.85 eV
lowest unoccupied orbital energy: -9.23 eV